Record 1
119
Properties=species:S:1:pos:R:3 method="wB97M-V/def2-TZVPD" total_charge=-1 homo_lumo_gap_ev=6.55 spin_multiplicity=1 relative_energy_kj_mol=0.0
Ba -1.17162 0.77384 -0.70789
O 3.63050 0.90850 0.68459
Cl 2.30902 0.45061 1.05320
O 2.58124 0.01004 2.40635
O 1.22125 1.53429 0.92206
O 1.71168 -0.58561 0.07219
C -4.94578 1.01228 4.59127
C -4.56315 0.11065 3.63244
C -4.06480 0.52789 2.39797
C -3.82539 1.90491 2.14929
C -4.07385 2.83592 3.21081
C -4.63009 2.37971 4.39005
N -3.37254 2.36610 0.90100
N -3.33659 3.64466 0.81290
C -2.98477 4.25343 -0.35421
C -3.38965 5.62820 -0.43734
C -3.24174 6.29987 -1.63772
C -2.68075 5.68879 -2.76476
C -2.28367 4.33353 -2.60565
C -2.37253 3.59416 -1.44537
H -5.38638 0.68079 5.54274
H -4.58299 -0.95827 3.79528
H -3.81141 -0.19595 1.61074
H -3.90471 3.88766 2.97589
H -4.84619 3.11759 5.15056
H -3.75495 6.14598 0.44981
H -3.56715 7.35411 -1.70973
H -2.61344 6.22312 -3.70306
H -1.84977 3.81475 -3.44915
I -3.68836 -1.35373 -2.17185
O -0.42691 -3.44173 -2.16762
C -0.41000 -2.99866 -3.22683
C 0.53090 3.65394 -5.53316
C 1.92898 3.39938 -4.97869
C 2.80296 4.62114 -5.26646
P 1.72176 2.89253 -3.16650
C 2.38967 4.36236 -2.25003
C 1.28335 5.43210 -2.19447
C 2.82315 4.05873 -0.83323
C 3.15650 1.60135 -2.90813
C 2.71572 0.24287 -3.43989
C 4.53422 2.05424 -3.38354
H 0.59194 3.86846 -6.59477
H 0.06638 4.47516 -5.00278
H -0.10112 2.77081 -5.36635
H 2.36622 2.52587 -5.49301
H 2.36884 5.50799 -4.79597
H 2.80738 4.83484 -6.32201
H 3.84594 4.57117 -4.91281
H 3.24896 4.71655 -2.80323
H 0.41914 5.10426 -1.59018
H 0.87490 5.64280 -3.19054
H 1.66295 6.34607 -1.78333
H 2.02822 3.56766 -0.24594
H 3.12965 4.97157 -0.32149
H 3.71054 3.46015 -0.78955
H 3.16374 1.57873 -1.79719
H 3.21654 -0.02099 -4.37646
H 1.65204 0.22336 -3.62368
H 2.95280 -0.49030 -2.68503
H 4.57989 2.23432 -4.45320
H 5.31108 1.35491 -3.08062
H 4.78653 2.97240 -2.84432
N -1.02786 0.59717 -3.79759
C -1.14485 0.18107 -4.89417
C -1.19419 -0.30754 -6.22429
C -0.83357 0.51660 -7.32217
C -1.10992 0.08596 -8.62967
C -1.74184 -1.15002 -8.82972
C -2.00153 -2.01500 -7.75296
C -1.69682 -1.60906 -6.45055
H -0.30836 1.44944 -7.13743
H -0.85235 0.76260 -9.43691
H -1.96368 -1.41910 -9.86728
H -2.45610 -2.99243 -7.87796
H -1.82695 -2.24671 -5.55975
C 3.71141 -5.38343 3.75208
C 2.64341 -4.58288 3.05394
C 2.55697 -5.12158 1.61850
C 3.21775 -3.18516 2.95957
C 1.29906 -4.69036 3.86356
O 0.98536 -6.11844 4.15691
C 1.37293 -3.85326 5.12556
C 0.53842 -4.31432 6.35497
C -0.90184 -3.86319 6.40430
C -1.97568 -4.74980 6.22544
C -3.29615 -4.34060 6.47387
C -3.54247 -2.99584 6.77446
Cl -5.18612 -2.54210 6.59138
C -2.50523 -2.07857 6.89979
C -1.21449 -2.51719 6.62567
C 0.00294 -4.38825 2.97035
N -0.21219 -3.00065 2.42967
C -0.69023 -2.51884 1.24263
N -0.98186 -1.22672 1.37265
C -0.71854 -0.96664 2.68631
N -0.28399 -2.00743 3.37726
H 4.69365 -5.10018 3.41484
H 3.54466 -6.45102 3.53623
H 3.76101 -5.23525 4.82846
H 3.59004 -5.13121 1.26120
H 1.97850 -4.43539 0.98131
H 2.14232 -6.11278 1.53538
H 4.07330 -3.16925 2.30925
H 3.55929 -2.87957 3.96076
H 2.50167 -2.46607 2.59383
H 1.59542 -6.49603 4.83641
H 1.12352 -2.82938 4.81878
H 2.44065 -3.80849 5.39905
H 1.03117 -3.86191 7.26889
H 0.53634 -5.37850 6.54652
H -1.76235 -5.77247 5.87289
H -4.14359 -5.03127 6.42564
H -2.73838 -1.03836 7.19537
H -0.40212 -1.77742 6.49366
H -0.86011 -4.68622 3.58851
H 0.04993 -5.10810 2.15633
H -0.79205 -3.12251 0.34984
H -0.82863 0.00186 3.10704

Record 2
109
Properties=species:S:1:pos:R:3 method="wB97M-V/def2-TZVPD" total_charge=+2 homo_lumo_gap_ev="3.76 / 3.91" spin_multiplicity=2
Y 0.94984 -0.13412 1.44473
C -0.69483 -0.69960 -4.31575
C -0.22783 -1.73435 -3.27403
C 1.27650 -1.90791 -3.23080
P -0.92538 -1.37018 -1.53424
C -2.81533 -1.52978 -1.89381
C -3.10933 -2.25135 -3.22191
C -3.53693 -2.34019 -0.85689
C -0.75317 -3.00548 -0.75414
C -0.88777 -4.21841 -1.48706
C -0.85340 -5.44611 -0.84390
C -1.23284 -6.76724 -1.50513
C -0.46717 -5.43262 0.47258
C -0.28006 -4.30305 1.24878
C -0.56257 -3.07228 0.68364
N -0.78720 -1.92682 1.41619
C -1.90573 -1.75616 2.19696
C -2.34866 -2.83472 3.03653
C -3.59139 -2.84894 3.57137
C -4.45158 -1.74540 3.31096
C -5.90011 -1.82234 3.62124
C -3.89403 -0.58266 2.74527
C -2.64264 -0.58435 2.13065
P -1.89940 1.03949 1.73876
C -1.88074 2.04554 3.32652
C -3.17348 2.83124 3.62308
C -1.47215 1.21088 4.57938
C -2.80083 1.76909 0.29730
C -4.33102 1.51434 0.32217
C -2.45647 3.27050 0.17588
H -1.30187 -1.08375 -5.12371
H 0.23946 -0.20053 -4.72572
H -1.19016 0.16781 -3.85770
H -0.70031 -2.70637 -3.58235
H 1.82846 -1.03222 -3.02663
H 1.62896 -2.46398 -4.12508
H 1.46177 -2.56592 -2.36364
H -3.14552 -0.46517 -2.00257
H -2.62312 -3.23800 -3.37335
H -2.80829 -1.67481 -4.04826
H -4.18570 -2.34624 -3.38512
H -3.33119 -3.42013 -1.03610
H -4.59139 -2.18917 -1.04020
H -3.32789 -2.09853 0.18029
H -1.23504 -4.14128 -2.50222
H -1.81443 -6.57452 -2.41829
H -1.84415 -7.27265 -0.66863
H -0.38423 -7.38570 -1.81748
H -0.41651 -6.44184 0.96823
H 0.01338 -4.37898 2.31834
H -1.60756 -3.62811 3.02286
H -3.99152 -3.68628 4.07446
H -6.16565 -2.87484 3.68345
H -6.42463 -1.32540 2.82247
H -6.18241 -1.25441 4.55113
H -4.44444 0.33976 2.87848
H -0.99143 2.73213 3.25358
H -3.17301 3.03466 4.67870
H -4.04059 2.23610 3.25814
H -3.19832 3.74548 3.03257
H -2.38051 0.92762 5.17152
H -0.72776 1.66004 5.19914
H -0.97340 0.23473 4.40537
H -2.36212 1.24481 -0.59382
H -4.71175 1.82296 1.31169
H -4.56802 0.44005 0.25687
H -4.86229 2.08921 -0.48585
H -3.11202 3.86111 0.77449
H -2.61931 3.62453 -0.84259
H -1.47013 3.47029 0.46533
I 2.96649 -2.42090 0.87092
C 2.02872 -1.89279 2.82449
I 1.99783 1.77711 3.39947
H 2.87840 -1.71310 3.49328
H 1.44771 -2.80059 3.11084
C 1.29350 4.02552 -3.82352
C 2.62201 4.18322 -3.41142
C 3.18629 3.40598 -2.39813
C 2.39587 2.47285 -1.74684
C 1.08915 2.25913 -2.20381
C 0.53488 2.98384 -3.22925
Ge 3.15773 1.48296 -0.06907
C 3.99593 3.18765 0.56724
C 5.36758 3.37619 0.83108
C 5.81866 4.63466 1.23857
C 4.92341 5.72632 1.49318
C 3.54240 5.49937 1.20431
C 3.09180 4.25142 0.80193
C 4.83525 0.80492 -0.92887
C 5.19925 0.96607 -2.30812
C 6.50962 0.75065 -2.71282
C 7.46175 0.29261 -1.73845
C 7.05737 0.06385 -0.43323
C 5.74579 0.14076 -0.07041
H 0.78251 4.78317 -4.42775
H 3.22447 4.95893 -3.86821
H 4.28524 3.54096 -2.25111
H 0.47322 1.60166 -1.62311
H -0.50757 2.75110 -3.55369
H 6.07623 2.53741 0.80679
H 6.90527 4.85361 1.34812
H 5.35468 6.62938 1.97123
H 2.79209 6.32375 1.32862
H 1.99981 4.12956 0.73989
H 4.47598 1.41371 -2.96415
H 6.84516 0.92943 -3.76781
H 8.46615 0.10293 -2.08045
H 7.73038 -0.36234 0.34252
H 5.33932 -0.20050 0.92562

Record 3
112
Properties=species:S:1:pos:R:3 method="wB97M-V/def2-TZVPD" total_charge=0 homo_lumo_gap_ev=7.78 spin_multiplicity=1
Sc -0.89962 0.21423 0.19950
C 3.57997 0.85078 3.79990
C 2.34605 -0.02475 3.80935
C 2.38139 -1.38036 4.12941
C 1.24621 -2.22428 3.96147
C 1.44505 -3.72427 3.87313
C -0.00554 -1.67854 3.73907
C -0.08331 -0.29595 3.36368
C -1.42804 0.36865 3.14552
C 1.09103 0.48458 3.45386
H 3.44067 1.86595 4.18976
H 4.03858 0.92985 2.79337
H 4.35351 0.45863 4.42365
H 3.27907 -1.88319 4.53065
H 2.37876 -3.95503 3.36784
H 0.65229 -4.20946 3.27198
H 1.53348 -4.15245 4.89704
H -0.96437 -2.27946 3.93085
H -2.19310 -0.19993 3.59331
H -1.75129 0.56083 2.07463
H -1.35905 1.42289 3.52540
H 0.89376 1.52640 3.35066
C -0.96964 4.95827 -1.12970
Si -0.51226 3.82251 0.33935
C 0.96430 4.54480 1.32860
C -2.03420 3.75139 1.40519
N -0.22717 2.19871 -0.33647
P 1.05452 1.73313 -1.27736
C 1.05555 0.10675 -0.84888
P 0.87275 -1.55157 -0.98116
N -0.56287 -1.86506 -0.30534
Si -1.75473 -3.20161 -0.36174
C -2.29580 -3.36703 1.35177
C -0.95800 -4.75925 -1.03331
C -3.22542 -2.87024 -1.46465
C 1.01595 -2.13330 -2.69923
C 2.27877 -2.10049 -3.25147
C 2.54818 -2.43517 -4.56701
C 1.44326 -2.62791 -5.41619
C 0.14331 -2.65700 -4.92058
C -0.07193 -2.38325 -3.55870
C 2.17538 -2.42602 -0.12786
C 2.50242 -3.72362 -0.47769
C 3.70210 -4.25720 -0.00237
C 4.45784 -3.60468 0.96388
C 3.99603 -2.35540 1.43188
C 2.89196 -1.76542 0.85864
C 2.57327 2.52964 -0.75148
C 2.86057 3.85980 -0.94732
C 4.16260 4.31140 -0.77061
C 5.20395 3.50378 -0.28228
C 4.84425 2.17968 0.03145
C 3.56975 1.70677 -0.15664
C 0.81392 2.20934 -2.96396
C -0.47639 2.22216 -3.47378
C -0.71295 2.46409 -4.82318
C 0.39512 2.64117 -5.70021
C 1.65172 2.81269 -5.12645
C 1.90966 2.52893 -3.83058
H -1.96856 4.57931 -1.41132
H -1.17336 5.98510 -0.74364
H -0.30699 4.99533 -2.00048
H 1.71780 5.12855 0.74590
H 0.65407 5.11958 2.19550
H 1.50807 3.68794 1.82370
H -2.53466 4.70405 1.54999
H -2.74795 3.06545 0.91612
H -1.81010 3.38918 2.43603
H -2.47161 -4.46040 1.51674
H -1.47735 -2.98824 1.96291
H -3.22142 -2.84435 1.58926
H -0.15448 -5.08002 -0.31139
H -1.62288 -5.60086 -0.97855
H -0.47484 -4.62415 -2.01988
H -3.50920 -1.78193 -1.41404
H -2.89159 -3.11970 -2.46269
H -4.09350 -3.54661 -1.23045
H 3.10004 -1.78632 -2.58820
H 3.55929 -2.47562 -4.96743
H 1.61006 -2.84902 -6.44542
H -0.67653 -2.90278 -5.62524
H -1.10654 -2.19168 -3.23991
H 1.93399 -4.33767 -1.19161
H 4.10343 -5.22076 -0.40014
H 5.40072 -4.02933 1.34606
H 4.66163 -1.77816 2.08257
H 2.53096 -0.78339 1.21068
H 2.07047 4.55212 -1.30647
H 4.35826 5.38011 -1.01189
H 6.16071 3.89837 -0.03081
H 5.61561 1.46433 0.40834
H 3.37593 0.63477 0.02856
H -1.32353 2.03113 -2.83531
H -1.72968 2.51249 -5.22119
H 0.21980 2.59586 -6.78605
H 2.49783 3.12914 -5.74021
H 2.90001 2.54574 -3.44026
C -5.82539 1.57238 2.72973
Si -5.87464 0.43168 1.19560
C -6.35692 -1.33357 1.73731
C -7.22801 1.04771 0.02862
C -4.22054 0.51397 0.46181
C -3.08119 0.37498 -0.03498
H -6.86055 1.49144 3.19561
H -5.52838 2.62673 2.48150
H -5.09230 1.26157 3.50124
H -6.98070 -1.42617 2.64802
H -5.42708 -1.92322 1.88294
H -7.01610 -1.86926 0.94732
H -8.13972 1.37432 0.57195
H -7.52172 0.31132 -0.78065
H -6.79199 1.87267 -0.52448

Record 4
114
Properties=species:S:1:pos:R:3 method="wB97M-V/def2-TZVPD" total_charge=+2 homo_lumo_gap_ev="4.52 / 4.77" spin_multiplicity=6
Ir -0.07615 -0.26391 -0.68121
C -1.47195 3.01445 -1.14669
Si 0.07707 2.10874 -0.66104
C 0.56913 2.43835 1.13275
C 1.13305 3.67156 1.45975
C 1.58366 3.92729 2.74834
C 1.47687 2.95098 3.73153
C 0.90366 1.72405 3.43275
C 0.44762 1.47249 2.14062
P -0.32743 -0.08816 1.67177
C -2.02293 -0.12301 2.35310
C -2.91191 0.87706 1.60279
C -4.34554 0.81394 2.12199
C -4.40682 1.06618 3.62448
C -3.50035 0.09379 4.37420
C -2.06029 0.17150 3.86161
C 0.64762 -1.55140 2.16913
C 0.22297 -2.69726 1.22004
C 0.73025 -4.06296 1.71564
C 2.00937 -3.89165 2.52758
C 1.74019 -3.07558 3.80381
C 0.61003 -2.04483 3.61585
C 1.49254 2.47081 -1.84248
C 1.66079 3.75910 -2.35234
C 2.69026 4.04591 -3.23846
C 3.55808 3.04130 -3.64501
C 3.39962 1.74980 -3.16341
C 2.37554 1.46487 -2.26218
P 2.11991 -0.21036 -1.62801
C 2.33355 -1.37816 -3.01471
C 1.34070 -1.17306 -4.15968
C 1.83029 -1.94880 -5.39600
C 2.57977 -3.23383 -5.00632
C 2.02512 -3.80310 -3.70453
C 2.30020 -2.84192 -2.53268
C 3.43775 -0.61045 -0.41012
C 3.51894 0.43924 0.70114
C 4.52101 0.01162 1.77190
C 5.90174 -0.22735 1.16888
C 5.83097 -1.22666 0.01811
C 4.82625 -0.78452 -1.04829
H -1.38576 4.05182 -0.80265
H -2.35427 2.58142 -0.66996
H -1.62689 3.01025 -2.22792
H 1.24801 4.44126 0.70093
H 2.02715 4.88663 2.98538
H 1.83486 3.14823 4.73432
H 0.81250 0.97530 4.21176
H -2.38862 -1.14308 2.17930
H -2.88492 0.68401 0.52666
H -2.51041 1.88674 1.75844
H -4.75788 -0.17778 1.90506
H -4.96629 1.53402 1.57972
H -5.43480 0.97577 3.97751
H -4.09216 2.09413 3.83604
H -3.87328 -0.92915 4.25383
H -3.50873 0.30557 5.44415
H -1.42723 -0.52077 4.41908
H -1.67473 1.18106 4.03323
H 1.68041 -1.26031 1.93973
H 0.63263 -2.49787 0.21078
H -0.86722 -2.72350 1.11566
H 0.88318 -4.72971 0.86645
H -0.03698 -4.53063 2.33789
H 2.76550 -3.39317 1.90837
H 2.42971 -4.86290 2.78641
H 2.65183 -2.55773 4.10821
H 1.47365 -3.74069 4.62638
H 0.72879 -1.23533 4.33692
H -0.36600 -2.49948 3.80765
H 0.97746 4.55506 -2.06903
H 2.80694 5.05116 -3.62418
H 4.35164 3.25996 -4.34846
H 4.07288 0.97340 -3.50651
H 3.33141 -1.13970 -3.39784
H 1.21378 -0.11484 -4.39977
H 0.36207 -1.55474 -3.84958
H 2.47511 -1.30948 -6.00214
H 0.96654 -2.19318 -6.01615
H 3.64824 -3.03179 -4.88132
H 2.50617 -3.96655 -5.80887
H 2.46612 -4.77498 -3.48393
H 0.94966 -3.96971 -3.81034
H 3.24690 -3.09786 -2.05191
H 1.52038 -2.96635 -1.77005
H 3.13726 -1.57681 0.02058
H 2.54370 0.61872 1.14898
H 3.83284 1.39237 0.26082
H 4.16516 -0.91078 2.25176
H 4.56767 0.77348 2.55305
H 6.59628 -0.57755 1.93368
H 6.29940 0.72356 0.79788
H 5.53289 -2.21012 0.40016
H 6.81279 -1.35590 -0.43952
H 4.81068 -1.51000 -1.86304
H 5.14361 0.17590 -1.46855
S -6.50431 -1.56721 0.43262
C -5.37583 -1.17102 -0.80113
S -3.88217 -2.05582 -1.03066
C -3.20268 -0.57973 -1.67323
N -4.00528 0.42629 -1.79262
N -5.21373 0.12939 -1.33291
C -6.27206 1.05845 -1.40854
C -6.01715 2.41619 -1.24318
C -7.07511 3.30258 -1.28209
C -8.37692 2.84235 -1.47244
C -8.61808 1.48894 -1.64420
C -7.56553 0.58604 -1.62561
S -1.56215 -0.50202 -2.28926
H -5.00197 2.75911 -1.08350
H -6.89047 4.36081 -1.15277
H -9.19889 3.54587 -1.49518
H -9.62483 1.13035 -1.81220
H -7.73364 -0.46403 -1.83275

One value per record, in order, for F_max: 4.2; 5.7; 3.4; 0.6 eV/A.
One value per record, in order, for electronic energy: -4113.64886; -5196.33255; -4171.66472; -4130.81360 Ha.